Formula: C15H35BrO3S2
Source: the Open Molecules 2025 dataset
Level of theory: ωB97M-V/def2-TZVPD

The value obtained for the molecular weight is 407.48 g/mol. The calculation puts the HOMO-LUMO gap at 0.3585 hartree. Its maximum force is 1.49 eV/A.

ORCA input file:
```
! wB97M-V def2-TZVPD RIJCOSX def2/J DEFGRID3
* xyz 0 1
C 1.9219 -6.5736 -0.8116
C 2.0109 -5.7054 -2.0632
Br 3.8346 -5.7928 -2.7808
C 1.7273 -4.2355 -1.8268
O 0.4954 -3.9310 -1.1375
S -0.8457 -4.5905 -1.7678
O -1.8386 -3.6235 -1.4796
O -1.1587 -5.8194 -0.6889
S -1.9573 -7.1164 -1.4156
H 2.9049 -6.7974 -0.4305
H 1.3297 -6.0916 -0.0493
H 1.4369 -7.5105 -1.0579
H 1.4057 -6.1048 -2.8603
H 2.5165 -3.8651 -1.1858
H 1.7913 -3.6797 -2.7567
H -1.7364 -6.8298 -2.7119
C 0.7497 1.8189 3.0873
C 0.5222 0.4132 3.6356
C 1.2368 -0.6750 2.8372
C 0.7913 -0.8066 1.3801
C -0.6985 -1.0792 1.1814
C -1.1609 -2.3943 1.7985
H 0.3538 1.9265 2.0759
H 0.2521 2.5604 3.7139
H 1.8144 2.0605 3.0637
H -0.5504 0.2062 3.6801
H 0.8816 0.3758 4.6672
H 1.1011 -1.6328 3.3470
H 2.3133 -0.4760 2.8551
H 1.3615 -1.6189 0.9173
H 1.0626 0.1004 0.8312
H -0.9039 -1.1077 0.1084
H -1.2948 -0.2549 1.5839
H -0.5981 -3.2310 1.3802
H -2.2168 -2.5645 1.5878
H -1.0353 -2.4041 2.8829
C -2.1279 2.8302 -0.4933
C -0.8513 3.2681 -1.2057
C -0.0600 4.3233 -0.4360
C -0.7916 5.6470 -0.2115
C -1.2599 6.3471 -1.4857
C -0.1176 6.7419 -2.4179
H -2.8294 3.6570 -0.3734
H -2.6343 2.0485 -1.0607
H -1.8995 2.4306 0.4973
H -1.0953 3.6329 -2.2073
H -0.2115 2.3931 -1.3487
H 0.8812 4.5114 -0.9604
H 0.2186 3.9127 0.5396
H -0.1275 6.3200 0.3397
H -1.6550 5.4810 0.4386
H -1.8100 7.2477 -1.2017
H -1.9703 5.7147 -2.0250
H 0.5895 7.4000 -1.9091
H -0.4981 7.2729 -3.2913
H 0.4297 5.8698 -2.7782
*
```



Formula: C15H35ClN5O5Pt
Source: the Open Molecules 2025 dataset
Level of theory: ωB97M-V/def2-TZVPD

The value obtained for the molecular weight is 596.01 g/mol. The calculation puts the HOMO-LUMO gap (spin up / spin down) at 0.2800 / 0.3103 hartree. The energy above the lowest of the compared OMol25 structures with the same formula, charge and spin comes out at 251.10 kJ/mol. Its maximum force is 5.71 eV/A.

ORCA input file:
```
! wB97M-V def2-TZVPD RIJCOSX def2/J DEFGRID3
* xyz 1 3
Pt 0.4028 0.3884 0.3443
Cl 2.3188 0.9170 1.8300
C 0.8662 -3.9773 -0.5678
C 0.9080 -2.9216 0.5280
O 0.4799 -1.8064 0.3191
N 1.6183 -3.3075 1.5585
C 2.0417 -2.6264 2.7916
H 0.6995 -3.7067 -1.6104
H 0.2282 -4.8245 -0.3164
H 1.8208 -4.4944 -0.4700
H 1.6148 -4.3148 1.6329
H 2.4624 -3.4391 3.3836
H 1.1054 -2.3277 3.2629
H 2.6900 -1.7684 2.6137
C -2.7928 -1.7651 2.3636
C -1.8145 -0.7570 2.7896
O -1.2698 -0.1069 1.8815
N -1.7029 -0.4969 3.9992
C -0.9424 0.5852 4.5522
H -3.5879 -1.2405 1.8339
H -3.1443 -2.3394 3.2207
H -2.1490 -2.4253 1.7823
H -2.2522 -1.0635 4.6295
H -0.3985 1.2262 3.8585
H -0.2477 0.1916 5.2942
H -1.7473 1.2283 4.9082
C -3.5119 -0.1554 -1.2738
C -2.1023 -0.4165 -1.6102
O -1.1220 0.0824 -1.0488
N -1.9078 -1.2395 -2.5650
C -0.6416 -1.4988 -3.1115
H -3.7372 0.8784 -1.5355
H -3.6297 -0.0915 -0.1921
H -4.3559 -0.6512 -1.7535
H -2.6846 -1.7316 -2.9827
H -0.6114 -2.2901 -3.8605
H 0.0035 -1.9543 -2.3602
H -0.1801 -0.6224 -3.5665
C 2.3130 1.8793 -3.2499
C 2.5158 0.7809 -2.2213
O 1.6808 0.7456 -1.3071
N 3.5275 -0.0608 -2.3675
C 3.8024 -1.1372 -1.4283
H 1.2376 2.0573 -3.2522
H 2.6565 1.4300 -4.1818
H 2.6594 2.8562 -2.9127
H 4.2791 0.2695 -2.9558
H 4.6008 -1.7068 -1.9041
H 2.9563 -1.8228 -1.4742
H 3.9492 -0.8267 -0.3939
C -2.4979 3.4259 -0.1782
C -0.9953 3.5454 0.0115
O -0.2379 2.5194 0.0737
N -0.4930 4.7495 -0.2001
C 0.9230 5.0748 -0.3460
H -2.8839 3.1613 0.8062
H -2.7004 2.5773 -0.8316
H -3.0300 4.3494 -0.4067
H -1.0114 5.5940 -0.3955
H 1.4665 4.4488 -1.0537
H 1.4614 5.0110 0.5996
H 1.0938 5.9420 -0.9838
*
```



Formula: C15H35CuF3N4O11PS2
Source: the Open Molecules 2025 dataset
Level of theory: ωB97M-V/def2-TZVPD

The value obtained for the molecular weight is 663.11 g/mol. The calculation puts the HOMO-LUMO gap (spin up / spin down) at 0.2664 / 0.2489 hartree. The energy above the lowest of the compared OMol25 structures with the same formula, charge and spin comes out at 110.11 kJ/mol. Its maximum force is 2.80 eV/A.

ORCA input file:
```
! wB97M-V def2-TZVPD RIJCOSX def2/J DEFGRID3
* xyz -1 2
Cu -0.1153 1.1559 -1.2029
S -2.6399 0.8714 -2.3266
O -3.5823 -0.2561 -2.3619
O -1.3320 0.4212 -2.9041
O -3.1785 2.0188 -3.0607
O -2.1883 1.2340 -0.9623
C 2.6928 2.8763 1.7971
F 1.6017 2.6849 2.5450
F 2.4693 4.0045 1.0969
F 3.7375 3.0675 2.5780
S 3.0146 1.4761 0.5942
O 3.2166 0.3228 1.4466
O 1.8229 1.3800 -0.2442
O 4.1912 1.9523 -0.0883
O -0.2106 -0.5735 0.1885
P -0.7604 -1.5195 1.1949
N -1.0402 -0.8085 2.6999
C -0.0779 0.2261 3.0725
C -1.7213 -1.4273 3.8099
N 0.1754 -2.8574 1.5397
C -0.4199 -4.0450 2.1473
C 1.6023 -2.7499 1.4733
N -2.2667 -2.1298 0.7279
C -3.4287 -1.2523 0.8100
C -2.2738 -2.9496 -0.4874
H 0.7226 -0.1977 3.6976
H -0.5401 0.9704 3.7285
H 0.3875 0.6967 2.2124
H -2.6458 -1.8828 3.4547
H -2.0137 -0.6630 4.5351
H -1.1002 -2.1487 4.3538
H -0.3404 -4.8551 1.4166
H 0.1037 -4.2557 3.0848
H -1.4647 -3.8687 2.3786
H 1.8908 -1.8799 0.8764
H 2.0354 -2.5607 2.4644
H 2.1401 -3.5599 0.9647
H -3.3554 -0.4084 0.1208
H -4.3318 -1.8265 0.6005
H -3.5200 -0.8442 1.8209
H -3.1207 -3.6362 -0.4161
H -1.3322 -3.4719 -0.6586
H -2.4476 -2.3018 -1.3570
O 1.1795 -0.3371 -2.4031
C 1.6914 -1.3792 -2.6419
O 2.0524 -1.6752 -3.9211
C 2.6223 -2.9785 -4.0049
C 2.1415 -3.7076 -2.7374
C 1.9326 -2.5658 -1.7430
H 3.7098 -2.9999 -4.0779
H 2.1791 -3.4448 -4.8832
H 2.8767 -4.4465 -2.4191
H 1.2154 -4.2401 -2.9564
H 2.7941 -2.5228 -1.0791
H 1.0590 -2.6768 -1.1038
C 0.3273 5.4145 -2.1904
C 0.3755 4.0807 -1.4167
C -0.6142 3.9940 -0.2846
O -0.4957 2.7477 0.3841
C -1.3112 2.7948 1.5411
N 0.1602 2.9776 -2.3867
H -0.5688 5.3688 -2.8150
H 1.1942 5.4522 -2.8504
H 0.3291 6.3216 -1.5857
H 1.3945 3.9787 -1.0383
H -1.6472 4.0837 -0.6489
H -0.4625 4.8372 0.3978
H -0.8262 3.3761 2.3277
H -1.4515 1.7858 1.9223
H -2.3072 3.1532 1.2751
H 0.8147 2.9715 -3.1634
H -0.7207 3.2076 -2.8584
*
```



Formula: C15H35F3NO7PSi2
Source: the Open Molecules 2025 dataset
Level of theory: ωB97M-V/def2-TZVPD

The value obtained for the molecular weight is 485.58 g/mol. The calculation puts the HOMO-LUMO gap at 0.2935 hartree. Its maximum force is 4.77 eV/A.

ORCA input file:
```
! wB97M-V def2-TZVPD RIJCOSX def2/J DEFGRID3
* xyz 0 1
C 1.4784 -4.7758 -1.8953
O 0.5933 -3.7068 -2.4664
C -0.6397 -3.8098 -1.6602
Si -2.1472 -2.8299 -2.4515
O -3.1621 -4.0519 -3.2022
Si -4.8452 -3.5588 -3.3041
P -5.8997 -4.5030 -1.6162
N -6.0397 -6.2888 -1.8988
O -7.4992 -3.7607 -1.5565
C -2.9647 -1.8674 -0.9967
F -3.8097 -0.6965 -1.4416
F -1.8287 -1.2342 -0.2277
F -3.6786 -2.7236 -0.0074
H 2.6051 -4.4751 -2.0095
H 1.2305 -5.7702 -2.4956
H 1.2215 -4.9629 -0.7610
H -0.5289 -3.4652 -0.5473
H -0.9324 -4.9672 -1.6674
H -1.5964 -1.8374 -3.3674
H -5.0589 -2.1238 -3.4332
H -5.3885 -4.1763 -4.5412
H -5.0627 -6.6058 -2.1202
H -6.2429 -6.6894 -0.9350
H -7.8489 -4.0582 -0.6436
C -1.3763 3.8294 -0.2924
C -0.5449 2.6677 0.1822
O 0.6694 2.7759 0.3452
C -1.2567 1.3685 0.4496
H -0.7297 4.7002 -0.4444
H -1.8557 3.5796 -1.2422
H -2.1288 4.0796 0.4597
H -1.7308 1.0092 -0.4672
H -2.0039 1.5090 1.2347
H -0.5314 0.6199 0.7858
C -0.0358 7.1065 2.5139
C -0.1606 7.5188 1.0715
O -1.1895 7.3039 0.4327
C 1.0221 8.2041 0.4411
H -0.9651 6.6240 2.8350
H 0.7854 6.3943 2.6270
H 0.1351 7.9869 3.1386
H 1.8904 7.5408 0.4619
H 1.2402 9.1334 0.9733
H 0.7891 8.4439 -0.6018
C 2.8715 4.4249 5.1341
C 1.5734 5.0869 5.5117
O 1.0150 5.8772 4.7523
C 0.9849 4.7446 6.8542
H 3.1769 4.7661 4.1392
H 3.6498 4.6971 5.8514
H 2.7413 3.3401 5.1070
H 1.6792 5.0311 7.6481
H 0.7706 3.6741 6.9039
H 0.0487 5.2962 6.9913
C 6.4749 -4.8491 -2.1234
C 5.3375 -5.7867 -2.4290
O 4.5061 -6.0826 -1.5723
C 5.2569 -6.3482 -3.8234
H 6.4059 -4.5231 -1.0801
H 7.4287 -5.3629 -2.2669
H 6.4152 -3.9695 -2.7693
H 6.1566 -6.9287 -4.0427
H 5.1430 -5.5355 -4.5452
H 4.3865 -7.0086 -3.8989
*
```



Formula: C15H35N2O4P2S
Source: the Open Molecules 2025 dataset
Level of theory: ωB97M-V/def2-TZVPD

The value obtained for the molecular weight is 401.47 g/mol. The calculation puts the HOMO-LUMO gap at 0.3340 hartree. Its maximum force is 0.55 eV/A.

ORCA input file:
```
! wB97M-V def2-TZVPD RIJCOSX def2/J DEFGRID3
* xyz 1 1
C 5.9101 -1.8881 0.6406
C 6.2394 -0.4094 0.8758
P 5.4001 0.6768 -0.3584
C 6.2261 2.3035 -0.1054
C 3.8077 0.8978 0.5682
O 3.8671 1.8206 1.6878
S 2.3705 2.0683 2.1423
O 1.8337 0.8634 2.6849
O 2.2680 3.3030 2.8180
O 1.8060 2.2340 0.6559
C 2.5841 1.4058 -0.2590
C 2.9036 2.2696 -1.4604
P 1.5308 -0.0266 -0.7198
N 2.0972 -1.1959 -1.5664
H 6.6058 -2.3388 -0.0658
H 4.9083 -2.0243 0.2233
H 5.9477 -2.4514 1.5717
H 5.9563 -0.1116 1.8881
H 7.3088 -0.2188 0.7798
H 7.2311 2.1211 0.2738
H 6.3141 2.8266 -1.0557
H 5.7101 2.9402 0.6109
H 3.5893 -0.0927 0.9839
H 3.4351 1.6888 -2.2140
H 3.5299 3.1092 -1.1556
H 1.9879 2.6612 -1.9014
H 0.4417 0.6587 -1.3224
H 0.9511 -0.4132 0.5041
H 3.0646 -1.1270 -1.8574
C -5.3122 -1.2585 2.7759
C -5.5944 -0.3561 1.5786
C -5.5691 -1.0991 0.2412
C -4.2445 -1.7159 -0.1758
N -3.0756 -0.7672 -0.4528
C -2.2407 -1.3498 -1.5703
C -2.9710 -0.9332 -2.8296
C -3.4117 0.5060 -2.5236
C -3.4788 0.5946 -0.9908
C -2.2512 -0.6236 0.7839
H -4.3027 -1.6755 2.7601
H -5.4154 -0.7069 3.7091
H -6.0129 -2.0943 2.8051
H -4.8947 0.4854 1.5740
H -6.5831 0.0909 1.6906
H -5.9644 -0.4752 -0.5634
H -6.2571 -1.9472 0.3047
H -4.3882 -2.2976 -1.0831
H -3.8802 -2.3970 0.5919
H -1.2561 -0.8877 -1.5102
H -2.1436 -2.4232 -1.4205
H -3.8341 -1.5757 -3.0052
H -2.3292 -1.0067 -3.7042
H -4.3651 0.7487 -2.9868
H -2.6787 1.2198 -2.8954
H -4.4550 0.8588 -0.6044
H -2.7580 1.3063 -0.5950
H -1.8893 -1.6054 1.0809
H -2.8593 -0.1972 1.5761
H -1.4099 0.0315 0.5717
*
```



Formula: C15H35N5O5
Source: the Open Molecules 2025 dataset
Level of theory: ωB97M-V/def2-TZVPD

The value obtained for the molecular weight is 365.47 g/mol. The calculation puts the HOMO-LUMO gap (spin up / spin down) at 0.2581 / 0.0725 hartree. The energy above the lowest of the compared OMol25 structures with the same formula, charge and spin comes out at 128.72 kJ/mol. Its maximum force is 4.99 eV/A.

ORCA input file:
```
! wB97M-V def2-TZVPD RIJCOSX def2/J DEFGRID3
* xyz 1 2
C 10.8061 19.1994 3.6290
O 11.8568 19.7560 4.0919
N 10.8483 18.3304 2.6981
C 9.6845 17.5804 2.2208
C 12.1516 17.9511 2.1208
H 9.7634 19.2890 3.9708
H 9.6714 17.6447 1.1328
H 8.6976 17.7647 2.6453
H 9.9271 16.5209 2.3033
H 12.1110 18.4992 1.1795
H 13.0477 18.3490 2.5971
H 12.1538 16.8622 2.0717
C 7.1868 27.5325 -0.8619
O 6.5957 28.3439 -0.1933
N 8.0664 26.6111 -0.4103
C 8.7053 25.7248 -1.4359
C 8.2454 26.2839 0.9332
H 7.0760 27.4437 -1.9537
H 8.5334 26.1034 -2.4435
H 8.2978 24.7148 -1.3918
H 9.7612 25.6746 -1.1703
H 9.2652 26.1016 1.2721
H 7.9735 27.0136 1.6958
H 7.6710 25.3752 1.1135
C 7.3798 21.8362 3.2110
O 7.6544 22.1089 2.0373
N 7.0879 22.7048 4.1554
C 6.9685 22.4484 5.5858
C 6.9149 24.1366 3.8734
H 7.4963 20.8102 3.5931
H 6.2344 22.9286 6.2329
H 8.0139 22.6497 5.8199
H 6.8022 21.3910 5.7915
H 6.7606 24.4643 2.8453
H 6.2372 24.6090 4.5844
H 7.8732 24.5385 4.2025
C 3.3958 27.3972 4.8251
O 3.3832 26.3066 5.2428
N 4.4644 27.9991 4.1585
C 4.3687 29.3178 3.5421
C 5.7178 27.3121 3.8193
H 2.6802 28.2308 4.8981
H 4.3934 30.1387 4.2588
H 3.4552 29.4743 2.9684
H 5.2813 29.5188 2.9809
H 6.0405 26.8329 4.7436
H 5.6372 26.4716 3.1299
H 6.4586 28.0377 3.4835
C 6.2263 21.2017 -2.4262
O 6.1124 21.3787 -3.6144
N 5.2987 20.7136 -1.5626
C 5.5207 20.8278 -0.1296
C 3.9998 20.1866 -2.0521
H 7.0852 21.5152 -1.8128
H 5.3213 21.8285 0.2536
H 6.4439 20.3191 0.1481
H 4.8593 20.0956 0.3336
H 3.7917 19.1329 -1.8660
H 3.3134 20.8999 -1.5959
H 3.8933 20.4388 -3.1071
*
```



Formula: C15H35NO4S2
Source: the Open Molecules 2025 dataset
Level of theory: ωB97M-V/def2-TZVPD

The value obtained for the molecular weight is 357.58 g/mol. The calculation puts the HOMO-LUMO gap at 0.3429 hartree. Its maximum force is 0.18 eV/A.

ORCA input file:
```
! wB97M-V def2-TZVPD RIJCOSX def2/J DEFGRID3
* xyz 0 1
C 1.9901 -4.0487 0.5546
O 2.2059 -2.9034 1.3452
C 3.5437 -2.4517 1.2921
C 3.6929 -1.1817 2.1063
C 3.1703 0.0921 1.4182
C 1.9580 0.7364 2.0988
C 0.6876 -0.1235 2.2058
C -0.3396 0.1381 1.1139
C 0.0260 -0.5768 -0.1914
O -0.4623 0.1038 -1.3329
C 0.4950 0.5263 -2.2920
O -1.5932 -0.2910 1.6344
C -2.7460 -0.0090 0.8279
N -3.1419 1.3770 0.8398
C -3.8463 -0.8935 1.3802
C -3.5866 -2.3658 1.0973
C -4.5316 -3.3599 1.7714
S -4.8738 -3.0942 3.5331
H 2.0231 -3.8064 -0.5159
H 1.0038 -4.4404 0.8000
H 2.7413 -4.8218 0.7614
H 3.8237 -2.2538 0.2443
H 4.2153 -3.2379 1.6642
H 3.1845 -1.3269 3.0644
H 4.7565 -1.0731 2.3328
H 2.9469 -0.1380 0.3718
H 3.9647 0.8417 1.3926
H 2.2679 1.0206 3.1090
H 1.7279 1.6743 1.5819
H 0.9477 -1.1857 2.1917
H 0.1876 0.0653 3.1575
H -0.3805 1.2169 0.8953
H -0.3988 -1.5891 -0.1525
H 1.1124 -0.6825 -0.2538
H 1.4920 0.1489 -2.0473
H 0.5148 1.6164 -2.3529
H 0.2142 0.1377 -3.2758
H -2.5310 -0.2671 -0.2127
H -2.4868 1.9609 0.3363
H -3.2268 1.7181 1.7913
H -4.7957 -0.5721 0.9446
H -3.9095 -0.7212 2.4583
H -2.5566 -2.6090 1.3764
H -3.6675 -2.5302 0.0161
H -4.1420 -4.3704 1.6510
H -5.5159 -3.3445 1.2982
H -3.5985 -3.1663 3.9384
C 1.5941 4.4725 -5.5073
S 1.4182 5.0260 -3.8069
O 1.1882 3.8062 -2.9888
C -0.1865 5.8050 -4.0202
H 2.5237 3.9108 -5.5691
H 0.7520 3.8296 -5.7617
H 1.6410 5.3372 -6.1692
H -0.8973 5.0631 -4.3831
H -0.0976 6.6377 -4.7178
H -0.4985 6.1729 -3.0451
*
```



Formula: C15H35NO9
Source: the Open Molecules 2025 dataset
Level of theory: ωB97M-V/def2-TZVPD

The value obtained for the molecular weight is 373.44 g/mol. The calculation puts the HOMO-LUMO gap at 0.3441 hartree. The energy above the lowest of the compared OMol25 structures with the same formula, charge and spin comes out at 0.00 kJ/mol. As for the SMILES: CNCOC(=O)O.COCCOCCOC.COCCOCCOC. Its maximum force is 0.51 eV/A.

ORCA input file:
```
! wB97M-V def2-TZVPD RIJCOSX def2/J DEFGRID3
* xyz 0 1
C -2.3858 0.9286 0.3638
N -1.5301 -0.0354 1.0615
C -0.1500 0.0286 0.7414
O 0.0460 -0.0232 -0.7100
C 1.3012 0.1626 -1.1213
O 2.2411 0.3861 -0.4137
O 1.3739 0.1111 -2.4818
H -1.8202 1.8321 0.1205
H -2.8169 0.5209 -0.5553
H -3.2116 1.2268 1.0187
H -1.8655 -0.9789 0.9144
H 0.3091 0.9492 1.1156
H 0.3748 -0.8231 1.1837
H 1.1606 -0.7838 -2.7830
C 10.4372 1.8710 3.7201
O 9.1491 1.4109 3.3877
C 8.1802 1.7416 4.3657
C 6.7905 1.7582 3.7726
O 6.5119 2.9093 2.9957
C 7.0052 2.9230 1.6655
C 6.1862 2.1004 0.6981
O 6.4710 0.7217 0.8387
C 5.4419 -0.0904 0.3115
H 10.8074 1.4037 4.6406
H 11.1011 1.6048 2.8998
H 10.4492 2.9598 3.8474
H 8.3968 2.7264 4.7977
H 8.2097 0.9967 5.1737
H 6.0855 1.8010 4.6063
H 6.5996 0.8408 3.2115
H 8.0557 2.6260 1.6279
H 6.9330 3.9664 1.3511
H 6.4251 2.4207 -0.3265
H 5.1204 2.2894 0.8760
H 4.4847 0.1180 0.7957
H 5.7202 -1.1267 0.4975
H 5.3287 0.0604 -0.7678
C -9.4078 -2.6204 -0.1016
O -8.3246 -2.6971 -0.9987
C -8.7021 -3.1893 -2.2717
C -7.7217 -2.7514 -3.3345
O -7.8664 -1.3973 -3.7269
C -7.3028 -0.4144 -2.8757
C -5.8058 -0.2653 -3.0155
O -5.1275 -1.3076 -2.3369
C -3.8042 -1.4738 -2.7869
H -9.8325 -3.6104 0.1025
H -9.0319 -2.2008 0.8294
H -10.1994 -1.9696 -0.4905
H -9.7035 -2.8294 -2.5376
H -8.7262 -4.2878 -2.2454
H -7.9385 -3.3316 -4.2343
H -6.6973 -2.9719 -3.0262
H -7.5741 -0.5873 -1.8318
H -7.7549 0.5269 -3.1954
H -5.5060 0.7026 -2.5888
H -5.5411 -0.2693 -4.0800
H -3.7703 -1.6910 -3.8607
H -3.3792 -2.3177 -2.2459
H -3.1988 -0.5809 -2.5881
*
```